[1]
A single C3HCl3F2 molecule at a distorted geometry, computed with the ωB97M-V functional and the def2-TZVPD basis.

Structure (XYZ):
```
9
C3HCl3F2 | OMol25 | the ωB97M-V functional and the def2-TZVPD basis
C -0.42975 -0.20203 -0.44142
C 0.86537 -1.54763 -0.61423
C -1.67512 -0.32933 0.15655
F -0.50751 0.01467 -1.76170
F 0.34508 -2.62990 -1.21822
Cl 1.31333 -1.95713 0.99462
Cl -3.00142 -0.96798 -0.71990
Cl -1.73362 -0.63384 1.83366
H 0.33188 0.42346 -0.09176
```

**Energy above the lowest of the compared OMol25 structures with the same formula, charge and spin**: 351.3 kJ/mol
**DFT total energy**: -1695.0590 a.u.
**Kohn-Sham gap (alpha / beta)**: 7.755 / 7.447 eV

Here are the Löwdin charges for atoms 1 to 5, given in e: number 1, C, carries -0.478; number 2, C, carries -0.511; number 3, C, carries -1.075; number 4, F, carries -0.020; number 5, F, carries -0.037

***

[2]
A single C5H10BN molecule at a distorted geometry, computed with the ωB97M-V functional and the def2-TZVPD basis.

Structure (XYZ):
```
17
C5H10BN | OMol25 | the ωB97M-V functional and the def2-TZVPD basis
C 0.64809 -1.08638 1.61747
B -0.03383 -0.80326 0.22426
C -1.42349 -1.46574 -0.12573
C 0.70115 0.08531 -0.84741
C 0.72625 1.70757 -0.48266
C -0.34801 2.56318 -0.92338
N 0.69716 2.68085 -1.61043
H 0.02036 -0.76314 2.44805
H 1.61858 -0.61341 1.73631
H 0.78838 -2.15890 1.75443
H -2.22546 -0.92215 0.37405
H -1.49808 -2.49374 0.22159
H -1.65291 -1.45534 -1.18955
H 0.26817 0.03495 -1.84453
H 1.75555 -0.17895 -0.92489
H 1.30725 1.96115 0.39447
H -1.34916 2.90800 -0.82204
```

**Energy above the lowest of the compared OMol25 structures with the same formula, charge and spin**: 283.3 kJ/mol
**Structure (SMILES)**: CB(C)C[C@@H]1C=N1
**DFT total energy**: -276.0400 a.u.
**Kohn-Sham gap**: 10.503 eV

Here are the Löwdin charges for atoms 1 to 5, given in e: number 1, C, carries -0.038; number 2, B, carries -0.373; number 3, C, carries -0.037; number 4, C, carries -0.071; number 5, C, carries -0.261

***

[3]
C2H5NO3S3 as an isolated structure at a distorted geometry, computed with the ωB97M-V functional and the def2-TZVPD basis.

Structure (XYZ):
```
14
C2H5NO3S3 | OMol25 | the ωB97M-V functional and the def2-TZVPD basis
C 3.20666 0.10703 0.79680
C -0.62920 0.95540 0.36556
N -0.50828 0.62035 -0.88370
O 3.44547 -2.28056 -0.26038
O 1.26041 -1.72819 0.80142
O 1.75332 -0.80088 -1.42305
S 4.55614 0.85308 -0.18741
S 2.66941 1.62826 0.06462
S 2.53125 -1.17918 -0.22781
H 0.07521 0.81061 1.04706
H -1.42335 1.41109 0.83174
H 0.40696 -0.02460 -1.00670
H -1.23577 0.67923 -1.57282
H 1.65611 -2.39916 1.47321
```

**Energy above the lowest of the compared OMol25 structures with the same formula, charge and spin**: 243.1 kJ/mol
**DFT total energy**: -1554.0757 a.u.
**Kohn-Sham gap**: 5.749 eV

Here are the Löwdin charges for atoms 1 to 5, given in e: number 1, C, carries -1.071; number 2, C, carries 0.134; number 3, N, carries 0.203; number 4, O, carries -0.322; number 5, O, carries -0.284

***

[4]
A 3-piece molecular cluster, C4H14N2S2 overall at a distorted geometry, computed with the ωB97M-V functional and the def2-TZVPD basis.

Structure (XYZ):
```
22
C4H14N2S2 | OMol25 | the ωB97M-V functional and the def2-TZVPD basis
N -2.67961 -0.21173 0.08729
C -1.75454 0.41486 -0.81719
C -1.16152 1.65817 -0.16807
N -0.42026 2.36650 -1.19141
H -2.15359 -0.62559 0.86628
H -3.24186 -0.92091 -0.37684
H -2.24075 0.74091 -1.73181
H -0.87520 -0.24283 -1.06780
H -1.99179 2.27119 0.17383
H -0.57320 1.36698 0.71490
H -0.07504 3.26040 -0.88258
H 0.37799 1.77343 -1.46764
C 2.36199 -2.00520 0.19689
C 2.31650 -0.47486 0.09843
S 1.71765 0.06722 -1.49165
S -0.48582 -0.97293 2.05324
H 2.75267 -2.42993 -0.72344
H 1.35413 -2.37156 0.39782
H 2.95667 -2.28393 1.06628
H 3.32545 -0.08133 0.26055
H 1.72550 0.01915 0.88899
H -1.23536 -1.31800 3.11391
```

**Energy above the lowest of the compared OMol25 structures with the same formula, charge and spin**: 472.4 kJ/mol
**DFT total energy**: -1066.4940 a.u.
**Kohn-Sham gap**: 3.935 eV

Here are the Löwdin charges for atoms 1 to 5, given in e: number 1, N, carries 0.023; number 2, C, carries -0.314; number 3, C, carries -0.325; number 4, N, carries -0.019; number 5, H, carries -0.091

***

[5]
A single C7H14O molecule at a distorted geometry, computed with the ωB97M-V functional and the def2-TZVPD basis.

Structure (XYZ):
```
22
C7H14O | OMol25 | the ωB97M-V functional and the def2-TZVPD basis
C 1.28879 -1.13328 0.41223
O -0.80065 1.24384 -1.06778
C 1.05555 -0.34470 -0.76080
C 0.37277 -1.18398 -1.84077
C -0.01028 0.81735 -0.18202
C 0.83086 1.97464 0.43418
C -0.78001 0.14317 1.05581
C -2.21425 -0.29776 0.88552
H 1.02547 -2.17431 0.28233
H 0.04914 2.57909 0.89774
H 2.20643 -1.07612 0.95864
H 1.83938 0.27412 -1.15466
H -0.64895 -1.43059 -1.57159
H 0.98959 -2.04326 -2.05608
H 0.23629 -0.59059 -2.74323
H 1.19215 2.57757 -0.38406
H 1.53561 1.67374 1.20259
H 0.15333 -0.69415 1.29760
H -0.66924 0.81627 1.90624
H -2.31569 -0.73523 -0.09586
H -2.84071 0.58273 0.83361
H -2.49559 -0.97855 1.69037
```

**Energy above the lowest of the compared OMol25 structures with the same formula, charge and spin**: 490.6 kJ/mol
**DFT total energy**: -350.1726 a.u.
**Kohn-Sham gap**: 6.932 eV

Here are the Löwdin charges for atoms 1 to 5, given in e: number 1, C, carries 0.037; number 2, O, carries -0.022; number 3, C, carries -0.322; number 4, C, carries -0.060; number 5, C, carries -0.694

***

[6]
C27H39BBeClN6S3 as an isolated structure at a distorted geometry, computed with the ωB97M-V functional and the def2-TZVPD basis.

Structure (XYZ):
```
78
C27H39BBeClN6S3 | OMol25 | the ωB97M-V functional and the def2-TZVPD basis
Be -1.33807 1.68104 -4.13075
C -1.05690 5.64758 -1.58548
C -0.39598 4.29772 -1.40078
C 0.81141 4.14076 -0.69989
C 1.34275 2.84789 -0.48331
N 0.57767 1.79156 -0.65394
N -0.62548 1.95937 -1.29625
B -1.24720 0.55458 -1.27131
N -0.22092 -0.43524 -1.82802
N -0.31627 -1.62025 -1.15527
C 0.47638 -2.60440 -1.37600
C 1.42835 -2.49507 -2.41567
C 1.42582 -1.40081 -3.25334
C 2.30891 -1.26089 -4.44436
C 0.60914 -0.29673 -2.88666
S 0.66932 1.21043 -3.76776
C 0.09815 -3.86710 -0.56970
C -1.34419 -4.24427 -0.89183
C 1.00581 -5.06052 -0.96475
C 0.24917 -3.50693 0.93241
N -1.60451 0.24856 0.20179
N -0.91544 0.22917 1.34587
C -1.51537 -0.40901 2.33938
C -2.84303 -0.86940 2.23411
C -3.60378 -0.66898 1.08694
C -5.06765 -1.04615 0.87496
C -2.86803 -0.13070 0.01529
S -3.11077 0.09028 -1.72267
C -0.76678 -0.42860 3.69566
C 0.67015 0.09313 3.68080
C -1.60761 0.35656 4.78695
C -0.83124 -1.86529 4.26890
C -1.02183 3.10208 -1.86549
S -2.23791 3.14697 -3.15368
C 2.78193 2.55857 -0.03969
C 2.88260 3.04371 1.43869
C 3.13942 1.07977 -0.23122
C 3.70880 3.39380 -1.00919
H -0.57943 6.45774 -0.96114
H -2.12220 5.64794 -1.31934
H -1.00155 5.97042 -2.65608
H 1.25573 5.05859 -0.34327
H 2.05059 -3.33921 -2.71078
H 2.94764 -2.07759 -4.67674
H 2.98380 -0.36558 -4.36533
H 1.66636 -1.07565 -5.31264
H -1.48170 -4.33290 -1.93370
H -2.04519 -3.52089 -0.51465
H -1.53645 -5.27108 -0.49215
H 0.84606 -5.35962 -2.00260
H 0.78378 -5.84731 -0.24050
H 2.06658 -4.80249 -0.81154
H -0.43781 -2.69899 1.19757
H 1.25102 -3.13606 1.17574
H -0.05433 -4.32777 1.56557
H -3.30001 -1.43030 3.01932
H -5.62850 -0.97839 1.81236
H -5.11579 -2.07280 0.39290
H -5.48349 -0.35853 0.16625
H 0.69907 1.15207 3.43862
H 1.34736 -0.40959 2.98104
H 1.11592 0.02816 4.67900
H -1.79951 1.37646 4.48924
H -1.05218 0.33956 5.70607
H -2.62369 -0.05396 4.92767
H -0.22094 -2.66543 3.80824
H -1.88387 -2.18069 4.33006
H -0.42193 -1.72376 5.26625
H 2.28581 2.38544 2.07222
H 2.57528 4.07939 1.44030
H 3.88171 2.94605 1.78503
H 2.46770 0.47527 0.35504
H 4.13690 0.81220 0.11746
H 3.01888 0.94081 -1.27836
H 3.38739 4.45825 -0.95261
H 3.67996 3.05531 -2.04145
H 4.76431 3.28976 -0.70508
Cl -2.07005 0.29199 -5.21274
```

**DFT total energy**: -3075.0987 a.u.
**Kohn-Sham gap**: 7.795 eV
**Net charge**: +1

Here are the Löwdin charges for atoms 1 to 5, given in e: number 1, Be, carries -0.481; number 2, C, carries -0.054; number 3, C, carries -0.209; number 4, C, carries 0.085; number 5, C, carries -0.198

***

[7]
C4H8O2 as an isolated structure, computed with the ωB97M-V functional and the def2-TZVPD basis.

Structure (XYZ):
```
14
C4H8O2 | OMol25 | the ωB97M-V functional and the def2-TZVPD basis
C -2.34769 0.32190 -0.20808
O -1.10482 -0.24987 -0.52828
C -0.10921 0.04376 0.41616
C 1.17929 -0.57494 -0.08618
C 2.11602 0.21431 -0.92026
O 2.30133 -0.37920 0.81188
H -2.72025 -0.03227 0.76586
H -2.29322 1.42073 -0.18024
H -3.05487 0.02286 -0.98538
H -0.36935 -0.36993 1.40643
H 0.03296 1.13165 0.52420
H 1.07920 -1.64976 -0.25415
H 2.51258 0.58797 0.68939
H 2.77803 -0.48720 -1.45136
```

**Energy above the lowest of the compared OMol25 structures with the same formula, charge and spin**: 537.0 kJ/mol
**DFT total energy**: -307.5079 a.u.
**Kohn-Sham gap**: 9.603 eV

Here are the Löwdin charges for atoms 1 to 5, given in e: number 1, C, carries -0.115; number 2, O, carries -0.180; number 3, C, carries -0.210; number 4, C, carries -0.411; number 5, C, carries 0.132

***

Question: Which value of DFT total energy does entry 7 give?
Answer: -307.5079 a.u.